The following is a DFT calculation (the ωB97M-V functional and the def2-TZVPD basis) of a single C2H4 molecule in a non-equilibrium geometry.

HOMO (spin up / spin down)   -9.04 / -8.95 eV
DFT total energy   -2134.41192 eV
Energy relative to the best compared isomer or geometry (same formula, charge and spin)   80.5 kcal/mol
LUMO level (spin up / spin down)   0.44 / 0.38 eV
Largest force on an atom   8.318 eV/Å
2S+1   1

Each atom is followed by the atoms it is bonded to, with distances in Å.
Atoms and positions in Å:
1 C -0.273 -0.133 0.847  C2 1.811, H3 1.095, H4 1.044
2 C 0.283 0.160 -0.852  C1 1.811, H5 1.060, H6 1.075
3 H -1.327 -0.274 1.108  C1 1.095
4 H 0.559 -0.260 1.464  C1 1.044
5 H 1.320 0.019 -1.019  C2 1.060
6 H -0.511 -0.018 -1.554  C2 1.075

How is the electron density shared among the atoms? According to Mulliken, the charges in e are: -0.539, -0.577, 0.288, 0.270, 0.298, 0.260